# C33H42As2MnNSSi2Te

C33H42As2MnNSSi2Te as an isolated structure (ωB97M-V/def2-TZVPD, the OMol25 dataset).

## Properties
**Total energy**: -223275.02259 eV
**Charge**: 0
**HOMO level (spin up / spin down)**: -6.607 / -6.747 eV
**2S+1**: 5
**Orbital gap (spin up / spin down)**: 0.24506 / 0.24731 Eh

Each line ends with the Löwdin charge.
Element x y z (Å)
Mn 0.05078 0.03547 -0.35207  0.02
C -3.10914 -2.38500 -0.04743  -0.30
As -2.39437 -0.66451 0.51429  1.12
C -3.89683 0.42322 -0.11896  -0.29
C -2.77136 -0.72860 2.43014  -0.42
C -2.99301 -1.96529 3.03207  -0.11
C -3.22800 -2.05726 4.39590  -0.08
C -3.24494 -0.90887 5.17102  -0.08
C -3.01697 0.32260 4.57574  -0.11
C -2.77081 0.43071 3.20890  -0.43
As -2.41723 2.19103 2.41021  1.10
C -1.37333 2.99046 3.85793  -0.35
C -4.14605 3.01187 2.84838  -0.31
H -4.14196 -2.48693 0.28152  0.04
H -2.50894 -3.20302 0.34285  0.02
H -3.05852 -2.41319 -1.13359  0.02
H -4.76002 0.22845 0.51494  0.04
H -4.11995 0.14062 -1.14575  0.02
H -3.64290 1.47955 -0.08901  -0.02
H -2.97232 -2.87472 2.44746  0.08
H -3.39001 -3.02782 4.84678  0.11
H -3.42628 -0.97071 6.23654  0.10
H -3.02070 1.21163 5.19429  0.09
H -1.98762 3.18541 4.73653  0.02
H -0.95328 3.92759 3.49682  0.02
H -0.55321 2.31882 4.10402  -0.04
H -4.42688 2.79220 3.87808  0.02
H -4.91596 2.63843 2.17549  0.01
H -4.06048 4.09065 2.71849  0.02
C 1.20263 -3.21436 0.66354  -0.22
Si 0.96710 -2.20759 -0.90457  0.46
C -0.12841 -3.31274 -1.98657  -0.22
C 2.61596 -2.12533 -1.81792  -0.33
C 3.40420 -3.25285 -2.07566  -0.10
C 4.60043 -3.14170 -2.76801  -0.09
C 5.02794 -1.89294 -3.21917  -0.09
C 4.25487 -0.76852 -2.97270  -0.09
C 3.04742 -0.87133 -2.27099  -0.33
Si 1.90732 0.58271 -1.93640  0.51
C 1.33644 1.19393 -3.62810  -0.20
C 2.87273 2.03318 -1.24889  -0.20
H 1.53276 -4.22454 0.39101  0.03
H 0.25961 -3.30275 1.21306  0.02
H 1.93709 -2.78023 1.34758  0.02
H 0.44438 -4.20980 -2.25506  0.03
H -0.43779 -2.83562 -2.92292  0.02
H -1.02371 -3.64644 -1.45596  0.00
H 3.08675 -4.23268 -1.72651  0.10
H 5.20439 -4.02184 -2.95672  0.10
H 5.96380 -1.80416 -3.75855  0.10
H 4.60481 0.19891 -3.32654  0.10
H 2.24247 1.38179 -4.21810  0.03
H 0.78557 2.13870 -3.56804  0.02
H 0.72750 0.47270 -4.17922  0.02
H 3.63521 2.30927 -1.98808  0.03
H 3.36407 1.82455 -0.29446  0.01
H 2.21788 2.89949 -1.10662  0.02
Te 0.96090 0.74264 2.03075  0.87
C 3.02100 0.31465 2.12418  -0.64
C 3.68599 -0.46174 1.17896  -0.17
C 5.04671 -0.71689 1.29499  -0.08
C 5.76480 -0.20183 2.36581  -0.10
C 5.10874 0.57166 3.31538  -0.10
C 3.74859 0.82959 3.19671  -0.17
H 3.14877 -0.87383 0.33370  0.04
H 5.53958 -1.32233 0.54211  0.10
H 6.82574 -0.40039 2.45932  0.10
H 5.65730 0.98050 4.15598  0.10
H 3.24981 1.43766 3.94256  0.08
S -1.67386 4.16167 -1.71821  1.09
C -0.82441 2.98131 -0.81416  -0.49
N -0.90324 1.76890 -1.24993  -0.08
C -1.67692 1.70162 -2.41207  -0.35
C -1.93207 0.54443 -3.14757  -0.04
C -2.72440 0.64950 -4.27008  -0.06
C -3.25743 1.88635 -4.66750  -0.07
C -2.99858 3.03668 -3.95362  -0.07
C -2.19656 2.92831 -2.81574  -0.47
H -0.26184 3.22511 0.07992  0.06
H -1.49990 -0.40177 -2.84813  0.10
H -2.93328 -0.23299 -4.86224  0.11
H -3.87572 1.93775 -5.55491  0.11
H -3.40285 3.99084 -4.26724  0.11

# C33H42BF3N7S4SbSe4Tc

C33H42BF3N7S4SbSe4Tc as an isolated structure (ωB97M-V/def2-TZVPD, the OMol25 dataset).

## Properties
**Total energy**: -367604.91563 eV
**Charge**: +3
**HOMO level**: -15.749 eV
**Orbital gap**: 0.19588 Eh

Each line ends with the Löwdin charge.
Element x y z (Å)
Tc -1.97187 1.06147 2.17236  0.56
C -1.94628 3.98627 -2.18928  -0.02
C -1.49796 2.55186 -2.09550  -0.21
C -1.24861 1.76604 -3.18409  0.10
C -0.86408 0.41140 -3.05086  -0.18
N -0.66177 -0.12103 -1.86321  0.18
N -0.89498 0.66247 -0.80480  -0.01
B -0.50362 0.16281 0.61643  -0.62
N -0.30650 -1.41051 0.72972  0.01
N 0.76952 -1.90504 0.12433  0.21
C 1.11348 -3.15166 0.39547  -0.15
C 0.38355 -3.91812 1.32467  0.12
C -0.71752 -3.40022 1.95303  -0.21
C -1.47970 -4.13701 3.02000  -0.02
C -1.04513 -2.08949 1.59230  -0.56
S -2.42900 -1.24258 2.22863  0.52
C 2.38483 -3.63907 -0.28273  -0.54
C 2.62388 -5.12776 -0.03410  -0.04
C 3.54194 -2.81324 0.30034  -0.02
C 2.27637 -3.37296 -1.78960  -0.03
N 0.92113 0.76272 0.92582  -0.02
N 1.72802 0.85642 -0.14765  0.20
C 2.96098 1.24920 0.05580  -0.18
C 3.43381 1.48150 1.37220  0.10
C 2.61834 1.36283 2.45664  -0.22
C 3.07353 1.63122 3.86249  -0.03
C 1.27801 1.02076 2.17099  -0.54
S 0.03263 1.12484 3.38035  0.77
C 3.84563 1.51727 -1.15119  -0.54
C 3.16716 1.06717 -2.44270  -0.05
C 4.08496 3.03594 -1.19452  -0.02
C 5.19087 0.78927 -0.99300  -0.02
C -1.33152 1.90521 -0.86353  -0.50
S -1.70883 2.68997 0.66146  0.85
C -0.71087 -0.45793 -4.29474  -0.53
C -2.11129 -0.62338 -4.91962  -0.02
C 0.21746 0.25060 -5.29559  -0.02
C -0.12068 -1.82575 -3.95781  -0.05
H -1.93683 4.32231 -3.22351  0.10
H -1.29667 4.64497 -1.60906  0.09
H -2.96176 4.10374 -1.80425  0.10
H -1.35905 2.18550 -4.17706  0.14
H 0.72730 -4.91187 1.58192  0.13
H -1.07603 -5.13707 3.16309  0.10
H -2.53904 -4.22872 2.77920  0.02
H -1.42279 -3.60160 3.97035  0.11
H 2.82118 -5.35067 1.01831  0.09
H 3.50548 -5.43818 -0.59523  0.10
H 1.78816 -5.74509 -0.37788  0.10
H 3.67023 -2.99818 1.37117  0.10
H 3.35890 -1.74622 0.14592  0.06
H 4.47378 -3.08132 -0.20155  0.10
H 1.43302 -3.90885 -2.23633  0.10
H 3.19014 -3.70720 -2.28411  0.10
H 2.14561 -2.30728 -1.97861  0.05
H 4.46453 1.78362 1.51753  0.14
H 4.14589 1.80972 3.89129  0.10
H 2.84369 0.78947 4.51793  0.10
H 2.56772 2.50880 4.27197  0.09
H 2.25869 1.64504 -2.63798  0.07
H 2.88991 0.00834 -2.41322  0.07
H 3.85663 1.22291 -3.27361  0.10
H 3.14460 3.58514 -1.29686  0.09
H 4.71288 3.27824 -2.05373  0.10
H 4.60025 3.39610 -0.30018  0.09
H 5.06496 -0.28870 -0.87760  0.08
H 5.76303 1.16364 -0.14048  0.09
H 5.79678 0.96101 -1.88418  0.10
H -2.58055 0.33848 -5.14368  0.09
H -2.78158 -1.18416 -4.26663  0.04
H -2.02255 -1.17195 -5.85936  0.10
H -0.24657 1.12595 -5.75557  0.09
H 0.46087 -0.44035 -6.10444  0.10
H 1.15739 0.55776 -4.82776  0.08
H -0.65735 -2.33414 -3.15510  0.05
H 0.92511 -1.73206 -3.65748  0.07
H -0.15911 -2.45496 -4.84947  0.10
F -6.71475 3.51340 5.47538  0.18
C -6.14117 2.78901 4.52292  -0.61
F -6.26406 1.49610 4.84173  0.15
F -6.79724 2.99153 3.37474  0.16
C -4.68121 3.15952 4.35563  -0.08
C -4.11339 4.20494 5.06530  0.07
C -2.76438 4.50195 4.91209  0.01
C -2.00582 3.74690 4.04603  -0.10
N -2.57197 2.76839 3.31738  -0.20
C -3.87347 2.47165 3.46895  -0.58
S -4.26401 1.05367 2.46689  0.63
H -4.72756 4.77946 5.74717  0.15
H -2.30649 5.31236 5.46264  0.13
H -0.94851 3.92018 3.89364  0.11
Se -4.83628 -4.52973 1.19948  0.14
Sb -4.61801 -1.86037 0.38646  0.47
Se -3.25873 -2.10353 -1.48141  0.05
Se -7.21974 -3.12091 -1.12793  0.27
Se -6.71600 -4.86820 0.04066  0.19

What is the formula in the second record? C33H42BF3N7S4SbSe4Tc

Which of these has the lowest charge? C33H42As2MnNSSi2Te